This record from the OMol25 dataset describes one molecule with the formula C4H7N in a non-equilibrium geometry. The level of theory is ωB97M-V with the def2-TZVPD basis set.

```
12
Properties=species:S:1:pos:R:3
C -1.63892 -0.12302 1.28047
C 1.59583 0.48350 -1.37280
C -0.68324 0.29053 0.49801
C 0.32610 -0.67221 0.11255
N 1.55533 -0.06835 -0.26602
H -2.36545 0.64093 1.16962
H -1.69615 -0.95060 1.89115
H 2.52790 1.13803 -1.66180
H 0.74980 0.54061 -2.03886
H -0.84826 1.23196 0.04841
H 0.64813 -1.23433 1.01934
H -0.17108 -1.27705 -0.68009
```

Molar mass   69.107 g/mol
Multiplicity   3
Expectation value of S²   2.006
LUMO (alpha / beta)   1.1705 / -2.3625 eV
HOMO-LUMO gap (alpha / beta)   6.5 / 7.8 eV

---

This record from the OMol25 dataset describes one molecule with the formula C4H6O2 in a non-equilibrium geometry. The level of theory is ωB97M-V with the def2-TZVPD basis set.

```
12
Properties=species:S:1:pos:R:3
C 1.47262 1.33131 0.06055
C 0.31870 0.71811 -0.18957
O -0.59918 1.32123 -1.10086
C -0.35193 -0.29356 0.62073
C -0.72254 -1.60715 -0.02203
O 0.37842 -1.56235 0.87928
H 1.79799 2.16865 -0.54720
H 2.11867 0.98901 0.86206
H -1.34548 0.72209 -1.26489
H -0.93985 0.07524 1.45337
H -1.62437 -2.10169 0.32230
H -0.50305 -1.76089 -1.07373
```

Molar mass   86.090 g/mol
SMILES   C=C(O)[C@H]1CO1
LUMO   0.7705 eV
HOMO-LUMO gap   10.1 eV

---

This record from the OMol25 dataset describes C15H11AsN2O2ReS5 as an isolated structure. The level of theory is ωB97M-V with the def2-TZVPD basis set.

```
37
Properties=species:S:1:pos:R:3
Re -1.46487 1.29080 -0.54566
O -0.42207 1.07373 -2.23380
S 1.01050 0.72283 -1.70661
O 1.96341 1.73808 -1.92733
N 0.37832 0.66971 -0.20161
C 0.86814 0.34913 1.08026
C 2.12218 -0.02589 1.47673
C 2.34482 -0.29460 2.84697
C 1.33795 -0.19128 3.76910
C 0.03296 0.19510 3.36418
C -1.07371 0.32606 4.21989
C -2.30229 0.70094 3.70475
C -2.43908 0.95411 2.35097
N -1.40048 0.85071 1.50082
C -0.17397 0.46701 2.00391
C 1.47708 -0.80826 -2.29288
C 2.74789 -0.89784 -2.87259
C 3.14837 -2.13086 -3.35745
C 2.29771 -3.22459 -3.26056
C 1.03272 -3.11470 -2.67796
C 0.60744 -1.90212 -2.18330
H 2.93808 -0.11123 0.76986
H 3.33716 -0.58545 3.16247
H 1.52399 -0.40053 4.81438
H -0.96410 0.12855 5.27986
H -3.16928 0.80057 4.34237
H -3.39270 1.24638 1.93563
H 3.38642 -0.02860 -2.94893
H 4.12196 -2.23458 -3.81586
H 2.61965 -4.18325 -3.64602
H 0.38748 -3.98000 -2.61819
H -0.37192 -1.80467 -1.73109
S -6.84497 3.94571 -1.70741
As -4.92510 3.04382 -1.70760
S -3.17662 0.29100 -1.14078
S -1.90401 3.30601 -0.50614
S -5.65904 3.81820 -3.54036
```

Molar mass   672.729 g/mol
Net charge   +3
LUMO   -12.1909 eV
HOMO-LUMO gap   5.5 eV